1.
This record from the OMol25 dataset describes a 2-piece molecular cluster, C5H14N2O overall at a distorted geometry. The level of theory is the ωB97M-V functional and the def2-TZVPD basis.

SMILES: C=C(CCN)NC.O
Lowest unoccupied orbital energy: 0.8499 eV

Geometry as XYZ:
```
22
C5H14N2O | the OMol25 dataset | the ωB97M-V functional and the def2-TZVPD basis
C -1.01 0.06 1.89
C -0.45 0.61 0.82
C 1.06 0.69 0.71
C 1.68 -0.45 -0.10
N 1.54 -1.73 0.57
N -1.25 0.77 -0.37
C -0.68 1.62 -1.47
H -0.59 -0.02 2.88
H -2.08 -0.15 1.92
H 1.45 0.76 1.72
H 1.38 1.66 0.32
H 1.28 -0.47 -1.11
H 2.72 -0.22 -0.32
H 1.15 -1.63 1.47
H 1.11 -2.44 0.00
H -2.05 1.28 -0.02
H -1.33 1.45 -2.33
H 0.29 1.23 -1.75
H -0.64 2.65 -1.14
O -1.20 -2.02 -1.61
H -1.07 -1.12 -1.30
H -1.30 -2.53 -0.80
```

=====

2.
This record from the OMol25 dataset describes a 2-piece molecular cluster, C5H14N2O overall at a distorted geometry. The level of theory is the ωB97M-V functional and the def2-TZVPD basis.

SMILES: C=C(N)C[C@@H](C)N.O
Lowest unoccupied orbital energy: 0.6589 eV

Geometry as XYZ:
```
22
C5H14N2O | the OMol25 dataset | the ωB97M-V functional and the def2-TZVPD basis
C 1.34 0.84 2.13
C 0.39 1.17 1.27
N 0.18 2.45 0.75
C -0.63 0.16 0.89
C -1.01 0.10 -0.62
C 0.25 -0.10 -1.56
N -2.04 -0.90 -0.94
H 2.20 1.43 2.44
H 1.33 -0.15 2.59
H 0.73 3.23 1.07
H -0.09 2.49 -0.22
H -1.65 0.21 1.31
H -0.28 -0.85 1.12
H -1.47 1.07 -0.89
H 0.40 0.83 -2.09
H 1.12 -0.55 -1.09
H 0.04 -0.93 -2.26
H -1.59 -1.79 -0.74
H -2.19 -0.90 -1.94
O 0.71 -2.64 -0.16
H 0.66 -2.87 -1.08
H 1.60 -2.32 0.03
```

=====

3.
This record from the OMol25 dataset describes a 2-piece molecular cluster, C5H14N2O overall at a distorted geometry. The level of theory is the ωB97M-V functional and the def2-TZVPD basis.

Total charge: +1
Lowest unoccupied orbital energy (alpha / beta): -3.8222 / -7.3159 eV
Spin multiplicity: 2

Geometry as XYZ:
```
22
C5H14N2O | the OMol25 dataset | the ωB97M-V functional and the def2-TZVPD basis
C -1.19 1.81 0.27
C 0.27 1.52 -0.10
C 0.29 0.49 -1.29
C -0.27 -0.80 -0.93
C 0.46 -1.95 -0.61
N -0.09 -3.07 -0.20
N 0.90 2.74 -0.58
H -1.62 0.92 0.73
H -1.77 2.15 -0.58
H -1.27 2.57 1.04
H 0.67 1.05 0.80
H -0.30 0.90 -2.11
H 1.34 0.39 -1.58
H -1.36 -0.90 -0.92
H 1.54 -1.89 -0.73
H -1.08 -3.17 -0.41
H 0.43 -3.94 -0.27
H 1.88 2.57 -0.79
H 0.96 3.37 0.21
H -0.25 -1.23 1.73
H -0.55 -1.37 3.20
O -0.22 -0.74 2.55
```

=====

4.
This record from the OMol25 dataset describes a 2-piece molecular cluster, C5H14N2O overall at a distorted geometry. The level of theory is the ωB97M-V functional and the def2-TZVPD basis.

Total charge: +1
Lowest unoccupied orbital energy (alpha / beta): -3.0608 / -5.5150 eV
Spin multiplicity: 2

Geometry as XYZ:
```
22
C5H14N2O | the OMol25 dataset | the ωB97M-V functional and the def2-TZVPD basis
C -0.48 1.17 1.25
O -1.12 2.31 1.56
C -0.60 0.07 2.31
N -0.03 -1.19 1.74
H -0.94 0.64 0.37
H 0.61 1.31 1.08
H 0.07 0.34 3.11
H -1.65 -0.11 2.56
H 0.97 -0.97 1.79
H -0.16 -2.01 2.35
C 1.86 0.38 -2.80
C 0.80 0.17 -1.77
C 0.28 -1.06 -1.70
N -0.78 -1.42 -0.78
H 2.26 -0.55 -3.18
H 1.60 1.01 -3.66
H 2.74 0.95 -2.42
H 0.42 1.03 -1.20
H 0.64 -1.89 -2.30
H -0.41 -1.44 0.42
H -1.46 -0.66 -0.84
H -1.29 -2.28 -1.07
```

=====

5.
This record from the OMol25 dataset describes an isolated ion of composition C5H14N2O and charge +2 at a distorted geometry. The level of theory is the ωB97M-V functional and the def2-TZVPD basis.

SMILES: [NH3+]/C=C/C[C@H]([NH3+])CO
Total charge: +2
Lowest unoccupied orbital energy: -6.3242 eV

Geometry as XYZ:
```
22
C5H14N2O | the OMol25 dataset | the ωB97M-V functional and the def2-TZVPD basis
N 3.62 0.33 -0.91
C 2.45 -0.23 -0.20
C 1.21 0.08 -0.54
C 0.07 -0.55 0.21
C -0.99 0.45 0.65
N -1.72 -0.13 1.89
C -2.09 0.67 -0.39
O -2.49 -0.65 -0.80
H 4.22 0.85 -0.26
H 3.34 1.00 -1.63
H 4.25 -0.39 -1.29
H 2.71 -0.88 0.62
H 1.00 0.84 -1.28
H -0.44 -1.24 -0.46
H 0.43 -1.18 1.02
H -0.62 1.41 0.97
H -1.63 0.51 2.69
H -1.34 -1.04 2.17
H -2.73 -0.21 1.77
H -1.69 1.20 -1.26
H -2.97 1.19 -0.02
H -2.94 -0.60 -1.66
```

=====

6.
This record from the OMol25 dataset describes an isolated molecule of C5H14N2O2 at a distorted geometry. The level of theory is the ωB97M-V functional and the def2-TZVPD basis.

SMILES: C[C@H](CO)[C@@H](O)N(C)N
Lowest unoccupied orbital energy: 0.7319 eV

Geometry as XYZ:
```
23
C5H14N2O2 | the OMol25 dataset | the ωB97M-V functional and the def2-TZVPD basis
C 1.45 -1.76 0.37
C 0.91 -0.40 -0.06
C 2.07 0.79 0.17
O 1.69 1.99 -0.47
C -0.32 0.00 0.70
O -0.44 1.31 1.16
N -1.51 -0.45 -0.30
C -1.83 0.59 -1.27
N -2.70 -0.77 0.39
H 1.60 -1.79 1.45
H 0.74 -2.53 0.09
H 2.40 -1.96 -0.11
H 0.74 -0.40 -1.14
H 3.02 0.41 -0.24
H 2.19 1.01 1.23
H 1.70 1.85 -1.43
H -0.46 -0.63 1.59
H -0.01 1.90 0.52
H -0.94 0.82 -1.86
H -2.18 1.51 -0.79
H -2.61 0.21 -1.92
H -2.57 -1.66 0.85
H -2.93 -0.06 1.08
```

=====

7.
This record from the OMol25 dataset describes a 2-piece molecular cluster, C5H14N2O2 overall at a distorted geometry. The level of theory is the ωB97M-V functional and the def2-TZVPD basis.

SMILES: CC(C)(C)O.NC(N)=O
Lowest unoccupied orbital energy: 0.6241 eV

Geometry as XYZ:
```
23
C5H14N2O2 | the OMol25 dataset | the ωB97M-V functional and the def2-TZVPD basis
C 0.66 0.57 -2.25
C 0.82 0.68 -0.73
C -0.71 1.01 -0.10
C 1.74 1.83 -0.34
O 1.33 -0.49 -0.22
H -0.01 -0.25 -2.49
H 0.25 1.50 -2.67
H 1.62 0.37 -2.71
H -0.98 1.97 -0.53
H -0.70 1.15 0.98
H -1.45 0.29 -0.47
H 1.38 2.78 -0.74
H 1.82 1.90 0.74
H 2.74 1.65 -0.75
H 0.62 -1.27 -0.36
N -0.09 -1.45 2.08
C -0.98 -1.87 1.14
N -2.30 -1.94 1.51
O -0.61 -2.19 0.00
H 0.75 -1.05 1.68
H -0.44 -0.98 2.90
H -2.55 -1.83 2.48
H -2.91 -2.39 0.85
```

=====

8.
This record from the OMol25 dataset describes a 2-piece molecular cluster, C5H14N2O2 overall at a distorted geometry. The level of theory is the ωB97M-V functional and the def2-TZVPD basis.

SMILES: [H]/N=C/CC.NCC(O)O
Lowest unoccupied orbital energy: 0.5033 eV

Geometry as XYZ:
```
23
C5H14N2O2 | the OMol25 dataset | the ωB97M-V functional and the def2-TZVPD basis
H -1.21 1.63 2.21
N -0.38 1.46 1.66
C -0.35 1.98 0.50
C 0.87 1.87 -0.36
C 0.48 1.55 -1.81
H -1.11 2.69 0.15
H 1.41 2.82 -0.32
H 1.53 1.10 0.03
H 1.38 1.42 -2.42
H -0.11 0.64 -1.87
H -0.11 2.37 -2.24
N -1.27 -2.15 -0.96
C -1.04 -1.38 0.23
C 0.61 -1.46 0.69
O 0.86 -0.80 1.84
O 0.92 -2.82 0.79
H -0.78 -3.04 -0.90
H -0.93 -1.67 -1.79
H -1.47 -0.39 0.09
H -1.53 -1.85 1.08
H 1.17 -1.09 -0.19
H 0.36 0.21 1.87
H 0.71 -3.09 1.70
```

=====

9.
This record from the OMol25 dataset describes a 2-piece molecular cluster, C5H14N2O2 overall at a distorted geometry. The level of theory is the ωB97M-V functional and the def2-TZVPD basis.

SMILES: COC(N)=O.CN(C)C
Lowest unoccupied orbital energy: 0.7516 eV

Geometry as XYZ:
```
23
C5H14N2O2 | the OMol25 dataset | the ωB97M-V functional and the def2-TZVPD basis
C -0.92 -1.90 2.23
O -0.25 -0.90 1.48
C 0.54 -0.01 2.23
N 1.17 0.82 1.39
O 0.58 -0.07 3.44
H -0.24 -2.33 2.98
H -1.78 -1.49 2.75
H -1.22 -2.67 1.53
H 1.64 1.59 1.83
H 0.87 0.80 0.29
C 0.77 -0.68 -1.63
N 0.25 0.58 -1.13
C 0.48 1.67 -2.05
C -1.30 0.45 -0.81
H 1.83 -0.57 -1.88
H 0.68 -1.43 -0.85
H 0.23 -1.03 -2.52
H 0.16 2.60 -1.60
H 1.54 1.74 -2.29
H -0.06 1.54 -3.00
H -1.57 1.41 -0.38
H -1.62 -0.40 -0.23
H -1.78 0.30 -1.79
```

=====

10.
This record from the OMol25 dataset describes a 2-piece molecular cluster, C5H14N2O3 overall at a distorted geometry. The level of theory is the ωB97M-V functional and the def2-TZVPD basis.

SMILES: CN(C)C(=O)O.CNOC
Lowest unoccupied orbital energy: 0.8159 eV

Geometry as XYZ:
```
24
C5H14N2O3 | the OMol25 dataset | the ωB97M-V functional and the def2-TZVPD basis
C -1.38 1.85 -0.60
N -0.72 1.36 0.59
C -0.22 2.35 1.52
C -0.91 0.08 1.03
O -0.48 -0.36 2.08
O -1.78 -0.63 0.26
H -1.40 1.05 -1.34
H -2.41 2.16 -0.40
H -0.83 2.71 -0.98
H 0.54 2.96 1.04
H 0.21 1.82 2.37
H -1.02 3.00 1.87
H -1.85 -1.51 0.66
C 2.06 -1.26 0.32
N 0.98 -0.58 -0.38
O 0.82 -1.03 -1.74
C 0.20 -2.29 -1.81
H 1.79 -2.30 0.46
H 3.02 -1.20 -0.20
H 2.13 -0.79 1.30
H 1.13 0.45 -0.47
H -0.66 -2.34 -1.14
H -0.13 -2.39 -2.84
H 0.91 -3.10 -1.58
```

=====

Calculated values (eV) of E_tot for the records, taken in order: -10438.7221; -10438.7724; -10431.5957; -10429.9813; -10422.7860; -12485.5702; -12488.2729; -12486.0767; -12487.0043; -14532.9624.
Calculated values (kcal per mole) of ΔE to the lowest compared entry with this formula, charge and spin for the records, taken in order: 53.2; 52.0; 13.5; 50.7; 5.4; 63.6; 1.3; 51.9; 30.5; 64.0.